1.
This record from OMol25 describes a molecular structure, C47H41N5O4S2TeTi at a distorted geometry. The level of theory is ωB97M-V/def2-TZVPD.

Calculated values
- E_HOMO (alpha / beta): 0.32 / -1.78 eV
- Charge: -2
- HOMO-LUMO gap (alpha / beta): 0.1215 / 0.1982 Eh
- <S²>: 2.0441
- Multiplicity: 3

Last column: Mulliken charge in e.
Cartesian coordinates (Å):
1 Ti 0.31694 1.26694 0.13004  -0.740
2 O -1.96115 3.46929 -3.06308  -0.689
3 S -1.55182 2.06606 -2.88870  0.951
4 O -0.32809 1.65843 -3.54221  -0.685
5 N -1.33169 1.64413 -1.28507  0.280
6 C -2.48096 1.80857 -0.44531  -0.526
7 C -3.58121 2.68552 -0.65022  -0.295
8 C -4.69723 2.56623 0.21975  -0.861
9 C -4.76619 1.56475 1.16327  -1.285
10 C -3.61575 0.84258 1.53592  1.328
11 C -3.47121 0.04336 2.69434  -1.344
12 C -2.29839 -0.67069 2.99565  -0.927
13 C -1.20673 -0.50448 2.13750  -1.004
14 N -1.26903 0.30712 1.05886  1.411
15 C -2.45005 0.92425 0.72197  0.672
16 C -2.94823 1.07516 -3.52530  0.361
17 C -2.98445 1.07531 -4.93746  -0.796
18 C -3.67659 0.07682 -5.60571  -0.435
19 C -4.33389 -0.93780 -4.92839  -0.516
20 C -4.36824 -0.84923 -3.55975  -0.564
21 C -3.63616 0.09442 -2.82061  -0.276
22 H -3.54568 3.44515 -1.44101  0.517
23 H -5.54021 3.23517 0.07956  0.347
24 H -5.59521 1.57016 1.87946  0.253
25 H -4.32592 0.02612 3.35575  0.317
26 H -2.23372 -1.25657 3.90104  0.478
27 H -0.26349 -1.05320 2.21538  0.946
28 H -2.41014 1.85707 -5.44534  0.402
29 H -3.64179 0.03621 -6.69531  0.324
30 H -4.87892 -1.72213 -5.50773  0.319
31 H -5.00228 -1.54852 -3.00027  0.361
32 H -3.65310 0.08532 -1.74085  0.466
33 C 3.03876 -3.10450 7.39279  -1.366
34 C 2.78870 -2.09741 6.32860  1.054
35 C 3.86013 -1.43368 5.71935  -0.681
36 C 3.72472 -0.55007 4.65780  -0.317
37 C 2.38819 -0.28211 4.21185  -0.634
38 C 1.28874 -0.98967 4.71655  -0.425
39 C 1.52941 -1.92619 5.75213  -0.950
40 S 2.12511 1.05555 3.04069  1.444
41 O 3.38606 1.72470 2.87093  -0.804
42 O 0.91474 1.71819 3.41886  -0.601
43 N 1.62518 0.33065 1.54460  0.218
44 C 2.62799 -0.45322 0.91646  0.603
45 C 3.39467 -1.50060 1.50041  -0.794
46 C 4.71264 -1.68178 1.10020  -0.673
47 C 5.06353 -1.12009 -0.13375  -1.168
48 C 4.08413 -0.50024 -0.97071  0.875
49 C 4.32767 -0.12170 -2.28815  -0.797
50 C 3.38759 0.53073 -3.02823  -1.524
51 C 2.19124 0.91295 -2.43742  -0.745
52 N 1.90149 0.60170 -1.14559  1.152
53 C 2.84934 -0.08791 -0.42299  -0.046
54 H 2.19292 -3.79802 7.44517  0.348
55 H 3.20314 -2.68551 8.40703  0.258
56 H 3.96010 -3.71091 7.14732  0.324
57 H 4.85371 -1.62006 6.13109  0.307
58 H 4.57346 -0.07364 4.16845  0.499
59 H 0.31190 -0.77906 4.36433  0.724
60 H 0.69345 -2.48297 6.13126  0.319
61 H 2.95811 -1.98613 2.37864  0.630
62 H 5.41227 -2.22294 1.71301  0.425
63 H 6.05297 -1.19796 -0.57962  0.264
64 H 5.32923 -0.35132 -2.62954  0.299
65 H 3.56154 0.80694 -4.05492  0.447
66 H 1.54357 1.58288 -2.96377  0.920
67 C 1.40410 4.52520 -1.70192  -0.812
68 C 1.07417 5.07785 -0.35437  0.437
69 C 1.36244 6.40006 -0.01920  -0.656
70 C 0.97952 6.92267 1.22811  -0.732
71 C 0.17327 6.20395 2.06629  -0.786
72 C -0.12765 4.84461 1.81228  0.690
73 C -1.01505 4.07033 2.76427  -1.101
74 C 0.48631 4.25530 0.65909  0.428
75 N 0.56522 2.90456 0.53679  0.361
76 H 1.76528 5.28000 -2.44520  0.366
77 H 0.49062 4.02549 -2.10901  -0.085
78 H 2.24024 3.79933 -1.64329  0.187
79 H 1.90287 7.03478 -0.72586  0.328
80 H 1.38939 7.87210 1.53555  0.331
81 H -0.24774 6.67084 2.97706  0.327
82 H -1.94068 4.66692 3.04182  0.398
83 H -0.44944 3.80844 3.70074  0.232
84 H -1.29637 3.11007 2.33222  -0.187
85 C -0.47503 -3.21453 -3.80853  -1.221
86 Te -1.02705 -2.25573 -1.90847  0.160
87 C -1.22252 -4.42047 -1.37305  -1.426
88 C -1.18701 -5.29714 -2.60373  0.737
89 C -1.41855 -6.69433 -2.56863  -0.618
90 C -1.40868 -7.39902 -3.75916  -0.497
91 C -1.08306 -6.75708 -4.96256  -0.372
92 C -0.72965 -5.42553 -5.00327  -0.728
93 C -0.82639 -4.65618 -3.83114  0.607
94 H 0.62819 -2.99105 -3.89704  0.435
95 H -0.98250 -2.64939 -4.65373  0.429
96 H -2.15738 -4.46905 -0.76362  0.447
97 H -0.38984 -4.59854 -0.69781  0.440
98 H -1.55973 -7.19408 -1.60665  0.390
99 H -1.56367 -8.46092 -3.75347  0.374
100 H -1.06392 -7.32932 -5.90934  0.321
101 H -0.41550 -5.04821 -5.96416  0.422



2.
This record from OMol25 describes a molecular structure, C47H43Ge2MnN4O7P2S3Se2 at a distorted geometry. The level of theory is ωB97M-V/def2-TZVPD.

Calculated values
- E_HOMO (alpha / beta): -2.69 / -2.70 eV
- Charge: -2
- HOMO-LUMO gap (alpha / beta): 0.2274 / 0.2458 Eh
- <S²>: 6.1914
- Multiplicity: 5

Last column: Mulliken charge in e.
Cartesian coordinates (Å):
1 Mn 0.93963 -1.22647 0.48178  0.357
2 O 1.88124 -3.11925 3.26063  -0.617
3 S 1.17666 -3.82558 2.23817  1.332
4 O 1.46927 -5.23830 2.14757  -0.881
5 O 1.33294 -3.17720 0.86339  -0.120
6 C -0.61405 -3.77237 2.45469  -0.294
7 C -1.29214 -4.88509 1.97107  -0.465
8 C -2.67711 -4.93051 1.98918  -0.726
9 C -3.39966 -3.86633 2.50097  -0.563
10 C -2.73221 -2.75336 2.98724  -0.610
11 C -1.34697 -2.69819 2.96467  0.236
12 S -0.57097 -1.16746 3.45943  1.322
13 O -1.59762 -0.15362 3.43131  -0.586
14 O 0.08231 -1.35542 4.71932  -0.763
15 O 0.39798 -1.02632 2.33235  -0.411
16 H -0.71496 -5.70793 1.57494  0.559
17 H -3.19053 -5.79510 1.58614  0.376
18 H -4.48238 -3.88540 2.49388  0.356
19 H -3.27240 -1.89314 3.35674  0.500
20 Se 0.84943 3.34908 4.82112  -0.460
21 P -0.15624 3.56952 2.97636  0.277
22 C 0.33673 5.15993 2.21137  0.238
23 C -0.22988 6.36826 2.60507  0.006
24 C 0.26666 7.56856 2.12104  -0.739
25 C 1.34676 7.57554 1.24858  -0.478
26 C 1.92504 6.37432 0.86601  -0.637
27 C 1.42380 5.17295 1.34249  -0.349
28 C -1.95041 3.70804 3.23576  0.394
29 C -2.74755 4.49477 2.41078  0.406
30 C -4.08180 4.70566 2.71909  -1.114
31 C -4.63508 4.09821 3.83717  -0.452
32 C -3.85431 3.27771 4.63880  -0.905
33 C -2.51159 3.08996 4.34772  -0.585
34 C 0.27769 2.32031 1.73762  0.303
35 C -0.25376 1.66496 0.62912  -0.050
36 N 0.73913 0.84510 0.20045  0.966
37 N 1.79834 0.99430 1.00582  -0.423
38 N 1.53656 1.85223 1.94424  -0.405
39 P -1.57823 1.89326 -0.63251  -0.217
40 Se -1.47681 -1.78896 -0.75428  -0.468
41 C -1.05351 3.57740 -1.19230  0.349
42 C 0.13371 3.59717 -1.93174  -0.404
43 C 0.63206 4.78956 -2.43097  -0.709
44 C -0.04811 5.98221 -2.21774  -0.550
45 C -1.23268 5.97171 -1.49942  -0.680
46 C -1.73046 4.77713 -0.99385  -0.014
47 C -3.17867 2.14503 0.19951  0.346
48 C -4.21218 2.78228 -0.49367  -0.401
49 C -5.52220 2.70669 -0.04591  -0.860
50 C -5.82972 1.96314 1.08562  -0.603
51 C -4.81322 1.30962 1.76766  -0.489
52 C -3.49990 1.40097 1.33342  0.155
53 H -1.05137 6.37687 3.31129  0.440
54 H -0.18695 8.50085 2.43504  0.388
55 H 1.73192 8.51286 0.86595  0.379
56 H 2.76766 6.36642 0.18633  0.399
57 H 1.88562 4.23962 1.04429  0.333
58 H -2.31522 4.97027 1.54099  0.486
59 H -4.68870 5.33188 2.07770  0.384
60 H -5.68090 4.25250 4.07437  0.388
61 H -4.28746 2.78690 5.50131  0.408
62 H -1.88360 2.47459 4.97815  0.246
63 H 0.65289 2.66221 -2.11072  0.437
64 H 1.55795 4.78653 -2.99363  0.417
65 H 0.34748 6.91458 -2.60222  0.355
66 H -1.76773 6.89608 -1.31723  0.385
67 H -2.66835 4.78397 -0.45374  0.312
68 H -3.99511 3.31505 -1.41218  0.541
69 H -6.30827 3.21213 -0.59496  0.392
70 H -6.85429 1.89388 1.43092  0.387
71 H -5.03838 0.72349 2.65017  0.461
72 H -2.72187 0.88073 1.87277  0.244
73 O 0.03690 0.28514 -2.55371  -0.461
74 S 0.05809 -1.16814 -2.30866  0.247
75 N 1.38936 -1.55522 -1.34170  0.195
76 C 1.95002 -6.66731 -0.50629  -1.024
77 Ge 1.25182 -5.50898 -1.90906  0.984
78 C 1.97051 -6.31972 -3.57059  -1.455
79 C -0.70646 -5.59950 -1.96795  -1.098
80 Ge 2.09700 -3.20662 -1.94107  0.041
81 C 3.96074 -3.11895 -1.34516  0.058
82 C 4.48640 -1.95045 -0.79713  -0.071
83 C 5.81806 -1.88800 -0.40776  -0.787
84 C 6.64386 -2.99162 -0.56520  -0.418
85 C 6.13330 -4.16218 -1.10927  -0.746
86 C 4.80051 -4.22125 -1.49045  -0.273
87 C 2.19171 -2.83605 -3.89593  -0.381
88 C 3.21388 -2.04268 -4.40842  -0.377
89 C 3.23987 -1.67759 -5.75038  -0.700
90 C 2.23309 -2.09970 -6.60278  -0.471
91 C 1.20106 -2.88899 -6.10914  -0.721
92 C 1.18508 -3.24709 -4.77101  0.076
93 H 1.38103 -7.60018 -0.51470  0.417
94 H 1.87185 -6.21032 0.47735  0.288
95 H 2.99763 -6.89794 -0.70401  0.392
96 H 1.23061 -7.00595 -3.98815  0.455
97 H 2.87093 -6.88944 -3.33510  0.375
98 H 2.21815 -5.58098 -4.32664  0.440
99 H -1.05410 -6.41920 -1.33718  0.441
100 H -1.04575 -5.77452 -2.99001  0.455
101 H -1.14510 -4.66975 -1.60329  0.140
102 H 3.84911 -1.08014 -0.67263  0.471
103 H 6.20701 -0.97556 0.02689  0.414
104 H 7.68147 -2.94284 -0.25767  0.342
105 H 6.77007 -5.03098 -1.22469  0.379
106 H 4.40943 -5.14503 -1.90602  0.203
107 H 4.00320 -1.69967 -3.74879  0.361
108 H 4.04128 -1.05266 -6.12584  0.379
109 H 2.24385 -1.80737 -7.64598  0.343
110 H 0.40029 -3.20799 -6.76495  0.392
111 H 0.36029 -3.84555 -4.39746  0.459